Entry 1:
Density functional theory data (the ωB97M-V functional and the def2-TZVPD basis) for a 2-piece molecular cluster, CHBrF2O overall.

The relative energy (zero: lowest compared OMol25 entry of this formula, charge and spin) comes out at 95.63 kcal/mol. The calculation puts the molar mass at 146.92 u. The lowest unoccupied orbital energy comes out at -0.58 eV. Its total energy is -78574.1189 eV. As for the net charge: 0. The value obtained for the orbital gap is 9.77 eV. As for the HOMO energy: -10.350 eV.

```
6
Properties=species:S:1:pos:R:3:forces:R:3:mulliken_charge:R:1
C 2.8420 -0.8994 -0.3257 -0.446 -0.516 1.171 0.0718
O -0.7315 0.4420 -0.6659 0.531 -0.211 -0.102 -0.4585
F 3.4997 -1.1033 -1.4252 0.408 0.781 0.021 -0.0738
F 3.1445 0.2945 0.1436 0.433 -0.400 -0.871 -0.0620
Br 0.5919 -0.0256 -1.8264 -0.514 0.249 -0.725 0.1556
H -0.3083 0.1134 0.1363 -0.413 0.098 0.505 0.3670
```
Forces are in eV/Å.

Entry 2:
Density functional theory data (the ωB97M-V functional and the def2-TZVPD basis) for an isolated ion of composition C5H11N2 and charge +1.

Its SMILES is C[C@H]1[NH2+]C[C@H]2N[C@H]21. The relative energy (zero: lowest compared OMol25 entry of this formula, charge and spin) comes out at 42.25 kcal/mol. The calculation puts the molar mass at 99.16 u. The lowest unoccupied orbital energy comes out at -3.21 eV. Its total energy is -8335.2868 eV. As for the net charge: +1. The value obtained for the orbital gap is 10.58 eV. As for the HOMO energy: -13.792 eV.

```
18
Properties=species:S:1:pos:R:3:forces:R:3:mulliken_charge:R:1
C 1.9771 -0.5266 -0.2245 1.725 1.656 -1.593 -1.2188
C 0.8052 0.0585 0.5017 -0.257 -0.837 -2.164 -0.0691
N 0.0940 1.2769 -0.1603 -0.123 -0.414 -0.781 -0.2389
C -1.3948 1.0856 0.0292 -0.549 0.663 -3.458 -0.7880
C -1.6154 -0.3319 0.2870 1.637 -3.236 -0.118 -0.2580
N -0.8631 -1.0485 -0.7476 -0.057 -2.089 -1.470 -0.4687
C -0.2273 -1.0123 0.5212 -1.663 0.838 1.411 -0.1989
H 1.9642 -1.6105 -0.2371 0.109 -0.076 0.487 0.3323
H 2.9752 -0.1176 0.1341 -1.236 -0.644 -0.586 0.3186
H 1.8307 -0.2766 -1.3027 0.503 -0.128 0.601 0.3673
H 1.0557 0.3873 1.4280 0.642 0.952 2.910 0.5079
H 0.2861 1.4907 -1.1594 0.120 -1.150 0.591 0.4082
H 0.2789 2.1710 0.2544 0.751 0.372 0.850 0.3323
H -1.8478 1.4947 -0.9435 0.283 -0.878 1.405 0.3418
H -1.6906 1.7055 0.7808 -0.874 1.655 2.263 0.4366
H -2.4711 -0.8638 0.6868 -0.195 0.844 0.110 0.4930
H -1.1585 -2.0036 -1.0658 -0.075 1.415 0.643 0.2876
H 0.0014 -1.8787 1.2179 -0.743 1.057 -1.101 0.4148
```
Forces are in eV/Å.

Entry 3:
Density functional theory data (the ωB97M-V functional and the def2-TZVPD basis) for one molecule with the formula C4H3BrO.

Its SMILES is CC(=O)C#CBr. The relative energy (zero: lowest compared OMol25 entry of this formula, charge and spin) comes out at 46.36 kcal/mol. The calculation puts the molar mass at 146.97 u. The lowest unoccupied orbital energy comes out at 0.61 eV. Its total energy is -76282.8918 eV. As for the net charge: 0. The value obtained for the orbital gap is 10.45 eV. As for the HOMO energy: -9.839 eV.

```
9
Properties=species:S:1:pos:R:3:forces:R:3:mulliken_charge:R:1
C -1.4578 0.2623 -0.0546 0.711 2.015 1.775 -0.9262
C -0.4680 -0.8580 -0.0049 3.112 3.349 -0.476 0.6602
O -0.5700 -2.0092 -0.1007 -0.178 -1.168 0.166 -0.3801
C 1.1743 -0.0905 0.0231 -3.471 -2.152 0.076 -0.5237
C 2.3331 0.2083 -0.0091 1.863 0.812 0.286 0.3137
Br 4.0814 0.7989 0.1172 -1.187 -0.431 -0.184 -0.0483
H -1.7952 0.5263 1.0266 0.945 -0.365 -1.577 0.2557
H -2.3776 -0.0484 -0.5026 -0.391 -0.083 -0.789 0.3430
H -0.9201 1.2102 -0.4950 -1.404 -1.977 0.723 0.3057
```
Forces are in eV/Å.

Entry 4:
Density functional theory data (the ωB97M-V functional and the def2-TZVPD basis) for C22H30CrN3O3S4Sb as an isolated structure.

As for the expectation value of S²: 2.29. The relative energy (zero: lowest compared OMol25 entry of this formula, charge and spin) comes out at 15.72 kcal/mol. The calculation puts the molar mass at 686.52 u. The lowest unoccupied orbital energy (alpha / beta) comes out at 4.12 / 4.12 eV. Its total energy is -112216.3955 eV. As for the net charge: -2. The multiplicity is 3. The value obtained for the orbital gap (alpha / beta) is 5.00 / 5.12 eV. As for the HOMO energy (alpha / beta): -0.887 / -1.004 eV.

```
64
Properties=species:S:1:pos:R:3:forces:R:3:mulliken_charge:R:1
Cr -0.5806 -1.8291 0.9669 1.314 -0.167 -0.030 0.2071
S 2.3687 -4.1644 3.6268 0.212 -0.012 0.107 -0.8274
Sb 0.1944 -4.4747 2.9027 -0.088 -0.113 -0.099 0.2138
S 0.2041 -3.9741 0.5044 -0.174 -0.096 0.085 -0.5068
S -1.0282 -2.3568 3.2391 -0.205 0.015 0.140 -0.7923
C -3.6554 -0.8297 1.6181 0.212 0.240 0.040 -1.0967
C -2.4791 -1.5782 1.0783 -1.410 -0.435 0.246 0.8935
O -2.5672 -2.6232 0.4741 0.313 0.423 -0.061 -0.4547
H -4.5315 -1.0526 1.0081 -0.011 -0.006 -0.002 0.3504
H -3.4633 0.2399 1.6561 0.005 -0.041 0.016 0.1691
H -3.8114 -1.1900 2.6356 0.044 -0.032 0.004 0.2875
C 4.1795 -0.3447 -1.2708 0.002 -0.117 0.077 -0.8279
C 3.1307 -1.3639 -1.6762 -0.072 0.016 -0.026 -0.2100
N 2.4022 -1.8346 -0.5127 -0.067 0.241 -0.056 -0.0900
C 2.4504 -1.2431 0.7144 -0.190 -0.210 0.353 0.2097
N 1.4102 -1.2405 1.5118 0.127 0.192 -0.425 0.8369
C 1.6404 -0.7494 2.8791 0.114 0.103 0.070 -1.1046
C 2.6638 0.3719 2.9181 -0.018 -0.141 -0.128 -0.6699
C 3.9571 -0.1718 2.3547 0.003 0.054 0.105 -0.6889
N 3.6849 -0.7444 1.0535 -0.018 0.110 -0.114 0.3371
C 4.7392 -0.8086 0.0686 -0.005 -0.024 -0.052 -0.8379
H 3.7190 0.6356 -1.1296 0.043 0.028 -0.022 0.3116
H 4.9585 -0.2656 -2.0325 -0.007 -0.004 0.003 0.4594
H 3.6181 -2.2243 -2.1506 -0.010 0.032 -0.018 0.4127
H 2.4215 -0.9413 -2.3973 0.026 0.007 0.007 -0.1269
H 1.4796 -2.1865 -0.7278 -0.122 -0.183 0.056 -0.2146
H 1.9746 -1.5852 3.4993 -0.065 -0.054 0.005 0.2469
H 0.6972 -0.3967 3.2723 -0.046 -0.018 0.001 0.3532
H 2.8048 0.7170 3.9448 0.010 -0.022 0.006 0.3975
H 2.3119 1.2044 2.3036 -0.019 0.052 0.050 0.1900
H 4.3656 -0.9334 3.0296 0.029 0.006 -0.007 0.2454
H 4.7059 0.6186 2.2324 0.014 -0.021 -0.034 0.4833
H 5.1294 -1.8310 -0.0309 0.040 0.013 0.017 0.2979
H 5.5555 -0.1664 0.4015 -0.014 0.000 0.049 0.4191
O -3.5936 6.8686 1.9980 -0.012 -0.019 -0.027 -0.5275
C -3.9490 5.8046 1.2087 -0.230 0.278 0.051 0.6915
O -4.9263 5.9415 0.5129 -0.023 -0.056 -0.075 -0.6286
C -3.1164 4.6068 1.2847 0.299 -0.340 0.030 0.8591
C -3.4184 3.5265 0.4402 -0.124 0.220 0.031 -0.6365
C -2.6633 2.3786 0.4301 0.081 -0.001 0.036 -0.3655
C -1.5366 2.2325 1.2726 -0.119 -0.225 -0.047 -0.1120
S -0.4729 0.8874 1.2593 0.213 0.174 0.091 -0.0484
C -1.2564 3.3116 2.1467 -0.022 0.002 -0.038 -1.3979
C -2.0108 4.4572 2.1450 -0.207 0.092 -0.114 -0.5755
H -2.7973 6.6413 2.4860 0.093 -0.028 0.047 0.2754
H -4.2698 3.6348 -0.2205 0.009 -0.031 -0.016 0.4137
H -2.9010 1.5706 -0.2503 0.004 0.007 -0.028 0.5839
H -0.4194 3.2018 2.8242 0.002 0.027 -0.005 0.3671
H -1.7308 5.2362 2.8503 0.023 0.003 0.017 0.1448
C -0.8059 0.0188 -4.2679 0.011 0.001 -0.003 -1.5710
C -0.9877 -1.3888 -3.6871 -0.054 -0.069 -0.002 2.2032
C -0.0452 -2.3627 -4.4087 -0.028 -0.015 0.011 -1.5851
C -2.4389 -1.8496 -3.8960 0.028 -0.005 -0.015 -1.6926
C -0.7037 -1.3932 -2.2437 0.174 0.208 -0.089 0.1790
C -0.5091 -1.4053 -1.0420 -0.084 -0.104 -0.223 -0.6220
H -1.0396 0.0272 -5.3379 -0.009 -0.003 -0.008 0.3922
H 0.2245 0.3539 -4.1348 -0.009 0.009 0.015 0.3058
H -1.4588 0.7286 -3.7585 0.008 0.002 0.005 0.3340
H -0.2616 -2.3824 -5.4823 0.002 0.008 -0.006 0.4260
H -0.1663 -3.3694 -4.0066 0.023 0.004 0.009 0.3690
H 0.9956 -2.0650 -4.2678 -0.002 -0.001 0.005 0.2286
H -2.6824 -1.9058 -4.9627 0.007 0.032 -0.001 0.4081
H -3.1265 -1.1562 -3.4095 -0.010 -0.006 -0.012 0.3381
H -2.5831 -2.8333 -3.4481 -0.011 0.002 0.000 0.3693
```
Forces are in eV/Å.

Entry 5:
Density functional theory data (the ωB97M-V functional and the def2-TZVPD basis) for a 11-piece molecular cluster, C29H85N5O14 overall.

Its SMILES is COC[C@H](C)N.COC[C@H](C)N.COC[C@H](C)N.COC[C@H](C)N.COC[C@H](C)N.OCCO.OCCO.OCCO.CO.CO.CO. The relative energy (zero: lowest compared OMol25 entry of this formula, charge and spin) comes out at 0.00 kcal/mol. The calculation puts the molar mass at 728.02 u. The lowest unoccupied orbital energy comes out at 0.58 eV. Its total energy is -67560.7572 eV. As for the net charge: 0. The value obtained for the orbital gap is 9.59 eV. As for the HOMO energy: -9.019 eV.

```
133
Properties=species:S:1:pos:R:3:forces:R:3:mulliken_charge:R:1
C 0.4172 1.9209 -3.8027 0.746 0.011 -0.688 -0.1405
O 1.5450 2.7443 -4.0142 0.440 1.250 1.176 -0.5113
C 1.5272 3.8782 -3.0798 -0.231 -0.295 -1.661 0.1492
C 2.9554 4.4269 -2.8882 -1.419 -1.781 -1.444 0.0989
C 3.4105 5.0061 -4.2179 0.817 2.193 1.348 -1.5433
N 3.8645 3.3354 -2.5458 -0.106 -1.662 0.439 -0.6515
H -0.5045 2.4001 -4.0870 -0.471 0.319 -0.296 0.3576
H 0.3328 1.7566 -2.7200 -0.025 -0.886 -0.326 -0.3375
H 0.6052 1.0796 -4.5125 -0.485 0.067 1.161 0.3301
H 0.8651 4.6189 -3.5725 0.215 0.014 0.578 0.5192
H 1.0854 3.5659 -2.1388 -0.052 -0.163 0.310 -0.3547
H 2.8980 5.1277 -2.0758 0.279 0.596 0.227 0.4984
H 3.3544 4.3634 -5.0631 0.383 -1.030 -0.321 0.2853
H 4.4042 5.4466 -4.0041 -0.126 -0.565 -0.735 0.3943
H 2.8214 5.8650 -4.5277 -0.406 0.206 0.272 0.4067
H 3.8765 2.6815 -3.3448 0.165 0.715 0.113 0.3738
H 3.4135 2.6899 -1.8610 0.306 1.006 -0.163 0.0691
C 6.2014 -2.7277 -2.2969 0.821 0.471 1.417 -0.7506
O 5.1898 -2.0253 -2.9648 1.431 0.799 0.431 -0.4075
C 3.9851 -2.6844 -2.9139 -0.729 -1.093 1.172 -0.1698
C 2.9968 -1.9157 -3.7319 0.374 1.310 0.570 1.4801
C 1.6766 -2.5748 -3.6570 -0.606 -0.407 0.292 -1.1392
N 3.5625 -1.8360 -5.0380 0.821 0.374 -1.650 -0.7823
H 6.0031 -2.7846 -1.1921 -0.337 -0.504 -0.816 0.2216
H 7.1318 -2.1485 -2.2774 -0.203 0.093 -0.645 0.3006
H 6.4179 -3.7062 -2.7434 -0.278 0.026 0.156 0.3507
H 4.1500 -3.6931 -3.3382 -0.462 0.113 -0.014 0.7927
H 3.6128 -2.8259 -1.8502 0.384 0.279 -0.863 -0.5792
H 2.8530 -0.8905 -3.2798 0.310 -0.631 -0.123 -0.4258
H 1.7416 -3.6500 -3.7753 0.069 -0.296 -0.520 0.4430
H 1.0209 -2.1423 -4.4112 -0.409 -0.114 0.287 0.4141
H 1.3328 -2.4573 -2.6249 -0.465 0.360 -0.284 -0.2761
H 4.5267 -1.4697 -4.9728 -0.907 -0.271 -0.202 0.2595
H 3.0442 -1.2998 -5.7459 0.205 -0.271 0.780 0.2654
C 0.3655 -1.7035 4.6572 -0.216 2.775 1.319 -1.0049
O -0.2990 -2.3203 3.6680 -1.975 -1.792 -1.724 0.3162
C -1.6763 -2.5798 3.9175 -0.310 -0.017 -0.665 -0.8192
C -2.2872 -3.2968 2.7185 1.600 -0.481 -0.229 0.6768
C -2.0368 -2.4212 1.5001 -1.306 -1.096 -0.232 0.0795
N -3.6947 -3.4585 2.9634 -0.903 -0.080 -0.210 -0.6150
H 1.1316 -1.1429 4.1220 0.612 0.030 0.728 0.2402
H 0.7194 -2.3404 5.4475 0.570 -0.595 0.289 0.2397
H -0.3069 -0.9543 5.1708 0.629 -0.360 -0.394 0.3038
H -1.8304 -3.1687 4.8139 0.123 -0.102 0.457 0.3322
H -2.2814 -1.6586 3.9660 0.519 0.127 0.427 -0.0071
H -1.7363 -4.2630 2.5383 -0.550 0.555 0.300 0.1300
H -1.0078 -2.1526 1.4974 0.796 0.311 -0.274 -0.7862
H -2.6472 -1.5207 1.6294 0.084 0.016 -0.402 0.1005
H -2.2918 -3.0425 0.6095 0.101 0.921 0.427 0.3788
H -4.2246 -3.1469 2.1572 0.008 -0.006 0.084 0.2752
H -3.9991 -4.4040 3.1465 0.246 -0.059 0.121 0.2496
C 2.9576 -5.2835 4.8659 1.912 -1.437 0.581 -0.7162
O 3.0577 -4.7514 3.5717 0.454 -0.622 -0.308 -0.3583
C 1.9298 -5.0775 2.8110 -0.905 1.357 -0.594 -0.7593
C 1.9685 -4.3890 1.4481 -1.645 1.635 -0.859 1.8078
C 2.9785 -4.9228 0.4960 0.696 -0.845 -1.902 -1.5853
N 2.0838 -2.8793 1.4329 -1.061 -1.886 -0.550 0.2590
H 2.2443 -4.7090 5.3806 -1.189 0.542 1.089 0.2398
H 3.9428 -5.2146 5.4293 -1.041 0.214 -0.987 0.2537
H 2.6977 -6.3819 4.9067 0.006 0.999 -0.341 0.2913
H 1.8046 -6.1194 2.5824 0.353 -1.022 0.261 0.4983
H 0.9910 -4.7692 3.3152 0.382 0.089 0.073 0.2986
H 0.9320 -4.5335 0.9988 1.073 -0.188 0.541 -0.9664
H 2.9617 -6.0107 0.3747 -0.490 -0.052 0.101 0.4694
H 3.9987 -4.7774 0.8021 0.525 0.580 0.426 0.4437
H 2.9014 -4.5026 -0.5510 -0.169 -0.235 1.248 0.0736
H 2.8939 -2.6463 1.9397 1.209 0.519 0.892 0.3501
H 1.2821 -2.5477 1.9427 -0.217 0.416 0.383 -0.6428
C -6.7990 4.2832 0.3756 1.090 -0.948 0.371 -0.9872
O -5.7823 3.2768 0.6108 -0.737 0.162 0.181 -0.4446
C -6.0434 2.4656 1.7582 -1.793 0.309 -0.150 -1.1847
C -4.8111 1.7989 2.2362 1.105 2.555 -2.016 1.1545
C -5.0071 0.8737 3.3453 -0.631 -0.547 1.066 -1.5185
N -3.9501 2.9428 2.5537 2.125 0.010 -0.132 -0.5514
H -6.3308 4.9994 -0.2690 0.034 0.409 -0.481 0.3313
H -7.0368 4.7497 1.3100 -0.214 0.414 0.596 0.3966
H -7.7019 3.8760 -0.0544 -0.240 -0.288 -0.253 0.2968
H -6.3916 3.1082 2.5931 -0.044 -0.133 -0.343 0.3912
H -6.8426 1.7669 1.5398 -0.404 -0.308 -0.248 0.3901
H -4.3262 1.3304 1.3577 -0.201 -0.198 0.370 -0.0525
H -5.4810 1.3979 4.2020 0.268 -0.437 -0.327 0.3904
H -4.0729 0.4157 3.6412 0.206 0.010 0.239 0.1061
H -5.6593 0.0828 2.9871 -0.236 -0.240 0.277 0.4039
H -4.2462 3.5606 3.2879 -0.427 -0.296 0.603 0.2954
H -3.7629 3.5710 1.7655 -0.038 -0.624 0.037 0.0962
O 1.3320 4.7164 1.2568 -2.127 0.344 -0.128 -0.6112
C -0.1489 4.6675 1.3838 1.570 0.734 0.950 -0.5993
C -0.8145 4.2225 0.1222 -1.589 1.218 0.115 1.0378
O -2.2617 4.4294 0.2940 1.630 0.091 0.843 -0.5017
H 1.5866 3.8007 1.2244 0.647 -0.781 -0.070 0.3421
H -0.3817 4.0591 2.2727 -0.218 0.256 -0.459 0.1428
H -0.4564 5.6970 1.5690 0.047 -0.051 0.172 0.4149
H -0.5839 3.2136 -0.0848 0.063 -1.355 -0.465 -0.6995
H -0.4158 4.8650 -0.6602 -0.128 -0.008 -0.335 0.4060
H -2.7820 4.1570 -0.4628 0.092 -0.306 -0.793 0.3793
O -4.1463 3.5400 -1.5811 0.380 0.415 -0.669 -0.5015
C -4.4794 3.1804 -2.9263 0.356 -0.596 0.599 -0.5253
C -4.0100 1.7517 -3.2928 -0.338 0.717 -0.782 -0.4696
O -2.6296 1.4031 -3.1690 -0.823 0.942 0.347 -0.3879
H -4.8051 3.2909 -0.9192 -0.237 -0.324 -0.102 0.3591
H -5.5627 3.2815 -3.1157 0.193 -0.378 0.226 0.3683
H -4.0396 3.8895 -3.6328 0.413 0.092 0.427 0.3076
H -4.3527 1.7204 -4.3349 0.703 -0.454 -0.226 0.3570
H -4.6045 1.0026 -2.8132 -0.524 -0.423 0.772 0.3439
H -2.4087 1.4546 -2.2137 -0.006 -0.186 -0.424 0.0799
O 4.9487 0.5536 -0.2653 -0.768 -0.694 0.259 -0.6474
C 3.7134 -0.2035 -0.2426 -0.005 0.097 1.775 0.8456
C 2.9349 0.4926 0.8991 -0.943 -1.038 0.077 -0.0119
O 2.9128 1.8824 0.7859 -0.360 0.900 -0.816 -0.4456
H 5.2788 0.5669 -1.1542 0.348 -0.052 -0.717 0.3408
H 3.2065 -0.1984 -1.1922 -0.226 0.288 -0.468 -0.4187
H 3.8278 -1.2709 0.0693 0.297 0.742 -0.349 -0.0186
H 3.4458 0.2747 1.8165 0.567 -0.498 0.657 0.5595
H 1.8817 0.1262 1.0643 1.092 0.191 -0.608 -0.6380
H 3.7097 2.1173 0.2844 0.038 0.078 0.264 0.3464
C -0.5330 -3.7744 -1.3446 0.501 -0.141 -0.180 -0.5307
O -1.3153 -4.7231 -0.6437 -0.315 -0.052 -0.045 -0.6095
H -0.2364 -2.9339 -0.7111 0.195 -0.174 0.112 0.0497
H 0.3605 -4.2696 -1.7625 -0.273 0.373 0.066 0.4540
H -1.1182 -3.3429 -2.1546 -0.124 -0.236 -0.076 0.4289
H -0.7187 -5.2758 -0.1358 0.002 -0.075 0.075 0.3172
C -0.4113 1.4699 2.4987 -1.666 0.239 -0.350 0.5348
O -1.8046 1.0177 2.3706 1.096 -0.532 -0.287 -0.2844
H -0.2821 2.1069 3.3758 0.040 -0.138 -0.028 0.5746
H 0.2428 0.6108 2.5347 -0.200 -0.484 0.382 -0.3776
H -0.1066 2.0000 1.6002 -0.039 0.265 -0.047 -0.6496
H -2.5017 1.7167 2.3463 1.024 0.557 0.501 0.2274
C -0.2202 0.0131 -0.7236 -0.337 2.299 1.626 0.7893
O -1.4310 0.8383 -0.5328 0.457 -1.357 0.165 0.3459
H -0.0988 -0.1720 -1.7515 -0.124 -0.372 -1.354 0.5134
H 0.5905 0.7494 -0.4369 -0.292 -1.449 -0.065 0.1077
H -0.2456 -0.9459 -0.1688 0.115 0.821 -0.069 -1.2529
H -1.6622 0.7467 0.4170 -0.038 0.201 -0.344 -0.2939
```
Forces are in eV/Å.